[1]
A 8-piece molecular cluster, C24H47Cl14FNO3S2 overall at a distorted geometry. Source: the Open Molecules 2025 dataset; level of theory: the ωB97M-V functional and the def2-TZVPD basis.

Geometry as ORCA input:
```
! RIJCOSX wB97M-V def2-TZVPD def2/J DEFGRID3
* xyz 1 1
C 5.441 -4.776 0.349
C 5.519 -3.820 -0.956
C 4.272 -2.842 -1.130
F 3.114 -3.703 -1.311
N 4.053 -1.826 -0.036
S 5.556 -1.341 0.798
C 3.565 -0.546 -0.729
C 3.435 0.719 0.269
C 4.531 1.880 -0.036
S 5.529 2.352 1.474
C 3.128 -2.314 1.042
C 1.587 -1.998 0.803
O 1.092 -1.031 1.448
O 0.706 -2.728 -0.024
C -0.413 -1.818 -0.285
C -1.800 -2.011 0.522
O -0.348 -0.868 -1.087
H 5.298 -4.166 1.305
H 6.328 -5.491 0.389
H 4.501 -5.426 0.213
H 5.473 -4.551 -1.867
H 6.543 -3.301 -1.064
H 4.408 -2.330 -2.153
H 6.300 -0.570 -0.099
H 2.637 -0.719 -1.376
H 4.405 -0.260 -1.469
H 2.420 1.204 0.009
H 3.369 0.441 1.368
H 5.208 1.636 -0.917
H 3.962 2.838 -0.334
H 5.253 1.327 2.374
H 3.425 -1.755 2.006
H 3.221 -3.422 1.290
H -1.590 -2.383 1.588
H -2.254 -0.965 0.603
H -2.487 -2.727 -0.035
Cl 6.017 -5.033 -3.598
C 4.811 -4.661 -4.857
C 5.176 -3.409 -5.626
Cl 5.040 -1.944 -4.620
H 3.835 -4.571 -4.377
H 4.779 -5.517 -5.533
H 4.498 -3.279 -6.471
H 6.195 -3.459 -6.013
Cl -4.757 -0.886 0.379
C -5.416 0.383 1.445
C -4.425 0.805 2.509
Cl -4.142 -0.478 3.714
H -6.343 0.008 1.884
H -5.664 1.237 0.807
H -4.812 1.669 3.053
H -3.462 1.080 2.075
Cl -8.893 1.881 0.034
C -8.695 3.068 1.348
C -7.618 4.087 1.040
Cl -5.987 3.363 1.046
H -8.480 2.522 2.269
H -9.657 3.571 1.468
H -7.619 4.868 1.801
H -7.776 4.558 0.070
Cl -3.058 2.851 8.232
C -4.083 1.394 8.249
C -4.850 1.220 6.954
Cl -6.109 2.463 6.744
H -4.754 1.461 9.107
H -3.418 0.542 8.403
H -5.358 0.253 6.951
H -4.189 1.258 6.087
Cl 8.127 1.533 -1.106
C 8.722 1.510 -2.785
C 7.807 0.729 -3.707
Cl 7.837 -1.017 -3.357
H 9.732 1.098 -2.780
H 8.780 2.549 -3.114
H 8.133 0.851 -4.742
H 6.773 1.072 -3.634
Cl -8.619 6.621 -0.034
C -9.282 7.895 1.022
C -8.294 8.331 2.085
Cl -8.010 7.060 3.301
H -10.208 7.521 1.463
H -9.530 8.741 0.378
H -8.685 9.198 2.620
H -7.331 8.605 1.651
Cl -1.270 -5.339 -3.923
C -0.960 -3.585 -3.908
C -2.045 -2.806 -4.624
Cl -2.029 -3.093 -6.382
H 0.020 -3.410 -4.354
H -0.916 -3.281 -2.861
H -1.890 -1.735 -4.477
H -3.037 -3.060 -4.248
*
```

highest occupied orbital energy = -11.71 eV
HOMO-LUMO gap = 8.37 eV

---

[2]
C43H55F5N2O6PRbSi2Te as an isolated structure at a distorted geometry. Source: the Open Molecules 2025 dataset; level of theory: the ωB97M-V functional and the def2-TZVPD basis.

Geometry as ORCA input:
```
! RIJCOSX wB97M-V def2-TZVPD def2/J DEFGRID3
* xyz -2 1
Rb 1.372 -1.215 -0.317
O -0.023 -2.288 3.900
C 0.224 -1.466 2.999
O 0.116 -1.656 1.753
C 0.552 -0.016 3.438
C -0.624 0.907 3.033
C -0.636 2.161 3.916
C 0.558 2.946 3.322
C 1.014 1.996 2.205
O -0.230 1.435 1.761
C 1.738 0.779 2.793
C 2.631 0.050 1.775
O 3.106 -1.050 2.082
O 2.797 0.637 0.655
H 0.655 -0.035 4.523
H -1.578 0.413 2.933
H -0.514 1.916 4.973
H -1.573 2.707 3.796
H 1.349 3.145 4.048
H 0.237 3.898 2.897
H 1.526 2.453 1.364
H 2.416 1.091 3.595
C -4.973 -3.709 0.791
C -3.453 -3.634 0.832
C -2.851 -4.657 1.792
C -2.917 -2.249 1.188
C -3.292 -1.729 2.581
O -3.604 -0.323 2.358
C -3.652 -0.184 1.002
N -3.399 -1.187 0.281
C -4.010 1.171 0.514
C -5.055 1.855 1.139
C -5.478 3.074 0.647
C -4.877 3.610 -0.490
C -3.832 2.939 -1.099
C -3.354 1.728 -0.586
P -1.858 0.890 -1.288
C -0.547 2.083 -1.674
C -0.561 3.524 -1.958
C 0.592 4.164 -2.228
C 1.915 3.510 -2.323
C 1.773 2.011 -2.462
C 0.590 1.387 -1.824
C -2.516 0.538 -2.964
C -3.647 -0.288 -3.034
C -4.172 -0.655 -4.263
C -3.570 -0.215 -5.438
C -2.443 0.585 -5.374
C -1.913 0.961 -4.143
H -5.306 -4.695 0.455
H -5.383 -2.959 0.112
H -5.413 -3.542 1.778
H -3.083 -3.837 -0.179
H -3.238 -4.512 2.805
H -1.768 -4.549 1.856
H -3.103 -5.677 1.491
H -1.823 -2.264 1.106
H -2.465 -1.803 3.286
H -4.184 -2.201 3.001
H -5.525 1.409 2.006
H -6.290 3.597 1.138
H -5.222 4.551 -0.901
H -3.388 3.339 -1.998
H -1.478 4.085 -1.867
H 0.557 5.249 -2.323
H 2.428 3.793 -1.395
H 1.746 1.720 -3.527
H 0.564 0.324 -1.684
H -4.087 -0.650 -2.114
H -5.045 -1.297 -4.302
H -3.975 -0.508 -6.400
H -1.956 0.917 -6.283
H -1.015 1.565 -4.101
N 1.354 -0.832 -3.923
C 2.642 -0.879 -3.821
H 0.924 -1.762 -4.049
F 2.420 -3.295 -3.419
C 3.225 -2.289 -3.922
F 3.471 -2.634 -5.222
C 4.553 -2.447 -3.163
F 5.106 -3.659 -3.368
F 4.337 -2.319 -1.844
F 5.458 -1.537 -3.533
C 1.793 4.070 -5.184
Si 3.203 4.145 -3.899
C 3.530 5.790 -2.959
C 4.526 4.679 -5.303
C 4.226 2.456 -3.734
Te 3.752 1.220 -2.094
C 4.482 2.687 -0.730
Si 6.147 2.252 -0.019
C 7.366 1.975 -1.424
C 6.753 3.691 1.022
C 6.049 0.717 1.034
H 1.708 5.062 -5.643
H 0.808 3.775 -4.819
H 2.092 3.381 -5.981
H 3.240 6.604 -3.633
H 4.603 5.913 -2.781
H 3.004 5.916 -2.012
H 4.227 5.636 -5.751
H 4.599 3.945 -6.114
H 5.534 4.812 -4.889
H 5.302 2.635 -3.735
H 3.985 1.847 -4.610
H 3.737 2.720 0.068
H 4.509 3.640 -1.264
H 7.522 2.885 -2.010
H 7.030 1.195 -2.113
H 8.334 1.661 -1.023
H 6.795 4.612 0.434
H 7.752 3.503 1.426
H 6.077 3.860 1.863
H 5.487 -0.090 0.559
H 5.531 0.916 1.975
H 7.055 0.354 1.270
*
```

ΔE to the lowest compared entry with this formula, charge and spin = 89.7 kcal per mole
highest occupied orbital energy = -2.30 eV
HOMO-LUMO gap = 6.06 eV